Formula: C33H59Br10F9NO5S
Source: the Open Molecules 2025 dataset
Level of theory: ωB97M-V/def2-TZVPD

Computed properties:
**Charge**: +1
**Energy**: -28760.543292 Eh
**Kohn-Sham gap**: 7.07 eV
**Molecular weight**: 1551.926 g mol⁻¹
**E_HOMO**: -11.06 eV

The geometry in XYZ format:
```
118
Properties=species:S:1:pos:R:3:forces:R:3:mulliken_charge:R:1
C 2.090794 0.097767 0.842614 0.3 0.1 0.0 -0.790
C 1.931906 -1.185520 1.654430 0.6 0.2 0.0 0.227
O 0.571693 -1.677196 1.766350 0.1 0.0 -1.1 -0.264
C -0.358062 -0.711793 1.785219 -0.1 -0.8 -1.0 0.025
O -0.496641 0.025660 2.690591 -0.3 1.6 1.9 -0.566
C -1.254282 -0.549137 0.569774 -0.3 -0.3 -0.3 -0.120
C -2.694038 -0.113612 0.964614 0.5 -0.3 -0.3 -0.513
C -3.697403 -0.559753 -0.127685 1.3 -0.3 0.8 -1.018
N -4.536806 0.579421 -0.663948 -0.6 0.0 -1.0 -0.316
C -3.739958 1.590413 -1.429453 0.3 0.7 -1.7 -0.264
C -3.262208 1.066655 -2.821369 0.8 -0.3 0.9 -1.432
C -1.726814 1.265541 -2.881136 -0.4 0.4 -0.7 0.108
C -1.143929 1.215786 -4.320858 0.1 -0.7 1.0 -0.872
C 0.193040 0.435564 -4.329066 -0.7 0.3 0.5 -1.094
C 1.211148 0.902059 -3.284084 0.5 0.6 -0.8 0.519
C 1.863435 2.279378 -3.591639 0.2 -0.8 0.3 -0.502
C 3.318083 2.241380 -3.085975 -0.2 0.4 -0.3 -0.323
C 4.066805 3.578242 -3.228211 -0.7 -0.3 0.6 -1.058
C 3.548393 4.693088 -2.287226 0.3 -0.4 0.1 -0.564
C 3.223331 4.226541 -0.857231 0.2 0.2 -0.2 -0.390
C 4.460004 3.781077 -0.057367 -0.2 0.3 0.2 -0.581
O 5.546931 4.690125 -0.190789 -0.4 -0.2 0.2 -0.437
C 5.287144 5.934116 0.447706 0.6 0.3 -0.2 -0.797
S -5.535241 1.305307 0.626033 0.4 -0.8 4.2 1.329
O -5.774369 0.249089 1.531318 -1.1 -1.9 -0.7 -0.669
O -4.866488 2.350939 1.289514 0.7 2.0 -1.6 -0.550
C -7.203883 1.769463 -0.047859 0.3 0.5 -2.9 0.366
F -7.575334 0.736414 -0.810607 0.2 -0.7 -0.4 -0.272
F -8.070529 1.906060 0.884709 -0.3 0.1 1.9 -0.129
C -7.258617 3.034301 -0.967845 -0.5 0.8 0.6 0.732
F -8.554666 3.253312 -1.182602 -0.9 -0.1 0.3 -0.283
F -6.733529 2.795053 -2.158122 1.1 -0.5 -0.5 -0.259
C -6.701987 4.350183 -0.367890 -0.7 1.1 -0.8 0.583
F -6.915733 4.424650 0.934527 -0.2 -0.5 1.0 -0.226
F -5.403477 4.476217 -0.602718 0.9 -0.5 -0.3 -0.283
C -7.381397 5.632883 -0.992034 1.5 0.1 0.3 0.598
F -6.525841 6.625765 -0.812224 0.6 0.6 0.3 -0.256
F -8.472638 5.954759 -0.373580 -1.4 -0.2 0.3 -0.221
F -7.537311 5.513423 -2.285850 -0.6 -0.5 -1.0 -0.244
H 1.661389 0.030556 -0.164432 -0.1 -0.1 0.2 -0.103
H 3.167785 0.243264 0.691838 -0.1 0.0 0.1 0.491
H 1.722810 0.991930 1.355482 -0.1 -0.2 -0.1 0.476
H 2.353409 -1.049461 2.655206 -0.2 0.0 -0.1 0.289
H 2.506738 -1.957066 1.137921 -0.4 -0.1 0.3 -0.401
H -1.243521 -1.426468 -0.088326 0.1 0.0 0.3 0.687
H -0.817401 0.275831 -0.008894 0.2 -0.2 0.0 -0.222
H -2.653162 0.972606 1.062774 -0.3 -0.1 0.2 0.410
H -2.946531 -0.539393 1.935368 -0.2 0.2 -0.1 0.542
H -4.317331 -1.396215 0.191940 -0.4 0.4 0.1 0.460
H -3.092640 -0.945002 -0.954222 -0.5 0.4 -0.4 0.678
H -5.214061 0.139718 -1.306158 0.1 0.2 0.0 0.585
H -4.318568 2.494230 -1.639861 -0.3 -0.3 0.5 0.256
H -2.874392 1.929118 -0.863372 -0.2 -0.4 0.5 0.355
H -3.775966 1.575408 -3.637921 0.0 0.0 0.1 0.496
H -3.422738 -0.015998 -2.910221 -0.3 0.2 -0.2 0.504
H -1.495361 2.258164 -2.472636 0.1 -0.2 0.2 0.501
H -1.265637 0.505804 -2.241725 0.0 0.1 0.0 -0.241
H -1.848010 0.653657 -4.945056 0.1 0.4 -0.2 0.508
H -1.037776 2.251254 -4.652468 0.0 -0.2 -0.4 0.341
H 0.604307 0.487863 -5.341783 0.2 -0.1 0.2 0.472
H -0.061463 -0.609193 -4.102366 0.1 0.1 -0.2 0.198
H 2.029177 0.172247 -3.289533 -0.2 0.0 0.2 0.581
H 0.809587 0.959067 -2.265883 -0.1 -0.3 -0.1 -0.742
H 1.288313 3.082110 -3.114470 0.1 0.0 -0.2 0.222
H 1.881770 2.424529 -4.679006 -0.1 0.2 0.1 0.306
H 3.831884 1.474945 -3.680216 0.0 0.1 0.2 0.499
H 3.323694 1.893764 -2.044974 0.1 0.0 -0.1 -0.121
H 3.914019 3.908599 -4.261493 0.5 0.0 0.1 0.410
H 5.119030 3.386238 -2.999026 0.0 0.2 -0.3 0.359
H 4.345447 5.439827 -2.209884 -0.2 0.1 -0.1 0.338
H 2.667705 5.186761 -2.712326 0.1 -0.1 0.0 0.384
H 2.762635 5.073780 -0.335670 -0.1 -0.2 0.0 0.431
H 2.487488 3.412745 -0.879076 0.1 0.1 0.2 0.111
H 4.209127 3.730720 1.014659 -0.1 -0.2 -0.2 0.470
H 4.804635 2.789759 -0.367394 0.1 0.2 -0.1 0.258
H 5.334022 6.732283 -0.304714 -0.3 -0.1 0.1 0.275
H 4.325624 5.960526 0.966661 0.1 0.0 -0.1 0.346
H 6.083919 6.158535 1.167427 -0.1 -0.2 0.0 0.278
Br 6.083368 -2.279745 3.160883 -0.1 0.0 0.0 -0.125
C 5.705776 -3.904948 2.156330 0.2 0.1 0.1 -0.596
C 6.019771 -3.733897 0.694449 -0.2 -0.1 -0.1 -0.603
Br 4.645855 -2.683190 -0.201384 0.2 0.0 -0.2 -0.108
H 4.665781 -4.155934 2.342618 0.0 0.0 0.0 0.380
H 6.342326 -4.667953 2.597036 0.0 0.0 -0.1 0.269
H 6.018518 -4.698429 0.189853 0.0 0.0 0.0 0.384
H 6.967162 -3.235099 0.513725 0.0 0.0 0.1 0.401
Br 1.109300 -4.753739 0.459545 -0.1 0.0 -0.1 -0.097
C 0.840554 -5.107976 -1.434072 0.1 -0.1 0.3 -0.495
C 1.920434 -4.483007 -2.273639 -0.1 0.0 -0.2 -0.591
Br 1.680590 -2.557202 -2.462938 0.0 0.0 0.1 -0.006
H -0.154968 -4.751858 -1.682371 0.1 0.0 -0.1 0.388
H 0.870762 -6.191531 -1.529556 0.1 0.0 -0.1 0.177
H 1.884630 -4.873650 -3.289273 0.0 0.0 0.0 0.392
H 2.916197 -4.631038 -1.864527 -0.1 0.0 0.1 0.290
Br 2.623187 -8.520615 -1.849123 0.1 0.0 0.0 -0.130
C 2.354432 -9.945027 -0.546026 -0.2 0.0 -0.2 -0.556
C 1.578645 -9.464155 0.651514 0.2 0.0 0.3 -0.595
Br 2.690023 -8.398478 1.839608 0.0 0.0 0.0 -0.107
H 3.338286 -10.325460 -0.289889 0.0 0.1 0.0 0.374
H 1.797503 -10.713909 -1.078260 0.0 0.0 0.0 0.340
H 1.246081 -10.308705 1.251999 0.0 0.0 -0.1 0.350
H 0.721984 -8.851434 0.386483 0.0 0.0 -0.1 0.338
Br 6.722308 -4.142756 8.308891 0.0 -0.1 0.0 -0.132
C 7.786507 -5.267740 7.130782 0.0 0.2 0.2 -0.637
C 7.452916 -5.020372 5.684008 0.0 -0.2 -0.1 -0.543
Br 5.763502 -5.855426 5.188989 0.0 0.0 0.1 -0.116
H 7.617351 -6.295598 7.436740 0.0 0.0 -0.1 0.376
H 8.820702 -4.996046 7.333901 0.0 0.0 -0.1 0.371
H 8.198964 -5.479438 5.037305 0.0 0.0 0.1 0.386
H 7.365531 -3.965084 5.440956 0.0 0.0 0.1 0.306
Br -9.413442 1.503950 5.079910 0.0 0.0 -0.1 -0.108
C -8.715379 2.852428 3.864790 0.1 -0.3 0.1 -0.176
C -8.135197 4.024486 4.612012 -0.1 0.3 -0.1 -0.517
Br -9.531409 5.181644 5.313014 0.1 -0.1 0.0 -0.120
H -9.529154 3.131033 3.200801 0.0 0.1 0.1 0.410
H -7.940611 2.344348 3.294294 0.1 0.1 0.1 -0.146
H -7.552981 4.654352 3.940820 0.0 -0.1 0.0 0.260
H -7.517292 3.726533 5.453597 0.0 -0.1 0.0 0.429
```
Positions in Å, forces in eV/Å.

---

Formula: C23H27N3O5S
Source: the Open Molecules 2025 dataset
Level of theory: ωB97M-V/def2-TZVPD

Computed properties:
**Energy**: -1831.271269 Eh
**Kohn-Sham gap**: 8.91 eV
**Relative energy (zero: lowest compared OMol25 entry of this formula, charge and spin)**: 3.838 eV
**Molecular weight**: 457.552 g mol⁻¹
**SMILES**: CCOc1ccc(S(=O)(=O)Nc2ccc(C(=O)NC[C@@H](c3ccco3)N(C)C)cc2)cc1
**E_HOMO**: -8.31 eV

The geometry in XYZ format:
```
59
Properties=species:S:1:pos:R:3:forces:R:3:mulliken_charge:R:1
C -7.747160 1.885768 4.280025 0.4 0.1 -0.1 -1.038
C -6.243303 2.007644 4.503080 -0.4 -0.1 0.3 -0.423
O -5.561897 2.490205 3.357709 0.1 0.1 -0.2 -0.449
C -5.328447 1.676146 2.306369 0.1 0.0 -0.3 0.843
C -4.735876 2.291419 1.195739 -0.1 -0.1 0.2 -0.757
C -4.434805 1.559673 0.068053 0.0 0.1 0.0 -0.021
C -4.718371 0.205745 0.039716 0.2 -0.3 -0.6 -0.162
S -4.349705 -0.763366 -1.407136 0.1 -0.4 0.2 1.338
O -3.675861 0.048170 -2.375185 0.1 0.1 0.4 -0.632
O -5.513140 -1.498831 -1.803710 0.0 -0.1 0.3 -0.757
N -3.320044 -1.946454 -0.798023 -0.9 0.2 -0.4 -0.223
C -1.966627 -1.796140 -0.554185 0.7 0.4 0.2 1.249
C -1.411757 -0.526634 -0.409202 0.0 -0.1 0.0 -0.087
C -0.062143 -0.382660 -0.155229 0.1 -0.2 0.0 -1.146
C 0.759660 -1.498037 -0.019234 -0.3 -0.1 0.0 0.427
C 2.217862 -1.408802 0.271120 0.0 0.2 0.0 0.367
O 2.818156 -2.275407 0.881567 0.1 -0.3 0.0 -0.676
N 2.822356 -0.281416 -0.180508 -0.1 0.3 -0.2 -0.020
C 4.246394 -0.097215 -0.078744 0.3 -0.2 0.0 -1.088
C 4.983770 -0.530451 -1.374516 -0.4 0.1 0.2 0.801
C 4.758999 0.463342 -2.477170 0.9 -0.3 -0.5 -0.371
C 5.527072 0.778457 -3.558369 -0.3 -0.2 0.5 -0.636
C 4.812768 1.766856 -4.280462 -0.5 0.2 0.2 -0.504
C 3.663503 1.977400 -3.589289 0.3 0.3 -0.8 -0.610
O 3.619718 1.193044 -2.493947 -0.2 -0.1 0.4 -0.302
N 6.410249 -0.755056 -1.225077 0.0 0.0 -0.1 -0.010
C 6.739415 -2.004263 -0.572648 0.0 0.0 -0.1 -0.927
C 7.128816 0.358999 -0.642356 0.0 0.0 0.0 -1.147
C 0.192586 -2.765078 -0.130843 0.1 0.2 0.0 -0.874
C -1.148947 -2.917195 -0.406595 -0.2 0.1 0.0 -0.775
C -5.304002 -0.417175 1.121651 0.0 0.0 0.0 -1.188
C -5.611811 0.309971 2.257684 -0.1 0.0 0.2 -0.186
H -8.154789 2.849819 3.987065 -0.1 0.1 0.0 0.310
H -7.970081 1.167064 3.495372 -0.1 -0.1 0.0 0.343
H -8.227718 1.564878 5.199955 -0.1 0.0 0.1 0.353
H -5.814645 1.054841 4.834960 0.0 0.1 0.0 0.334
H -6.041928 2.760610 5.269741 0.0 -0.2 -0.1 0.312
H -4.527721 3.347882 1.250860 0.0 0.1 0.0 0.423
H -3.988905 2.018403 -0.800515 0.1 0.1 -0.1 0.552
H -3.649280 -2.883270 -0.966723 -0.2 0.0 -0.1 0.241
H -2.041548 0.340204 -0.515487 0.1 0.1 0.0 0.195
H 0.340732 0.611936 -0.031852 0.0 0.1 0.0 0.459
H 2.338773 0.313834 -0.833670 0.0 -0.1 0.1 0.311
H 4.456501 0.951903 0.144057 0.0 -0.1 0.0 0.257
H 4.584310 -0.726548 0.747817 0.0 0.2 -0.1 0.419
H 4.545270 -1.490956 -1.681386 0.0 0.1 0.1 0.357
H 6.479761 0.356768 -3.799469 0.2 -0.1 0.0 0.566
H 5.117390 2.248513 -5.186695 0.0 0.2 -0.2 0.454
H 2.827304 2.626265 -3.757869 -0.2 0.1 0.1 0.478
H 6.235039 -2.821769 -1.084082 0.0 -0.1 0.0 0.320
H 6.461942 -2.032981 0.490346 0.0 0.0 0.0 0.332
H 7.815284 -2.157814 -0.649783 0.0 -0.1 0.0 0.366
H 6.822991 1.280911 -1.132281 0.1 0.1 0.0 0.361
H 6.969790 0.458113 0.440996 0.0 0.0 0.0 0.335
H 8.194286 0.211208 -0.818363 0.1 0.1 0.1 0.370
H 0.829826 -3.627051 -0.003151 0.0 -0.1 0.0 0.445
H -1.576596 -3.904236 -0.507121 0.0 -0.1 0.0 0.344
H -5.525876 -1.470710 1.063981 -0.1 -0.1 0.1 0.380
H -6.067537 -0.196473 3.093012 -0.1 0.0 0.1 0.367
```
Positions in Å, forces in eV/Å.